1.
The following is a DFT calculation (wB97M-V/def2-TZVPD) of a structure of composition C36H40BaN4S2Sb.

```
! RIJCOSX wB97M-V def2-TZVPD def2/J DEFGRID3
* xyz -1 1
Ba -1.363 0.516 0.794
C -5.397 -0.964 1.729
C -4.999 0.371 0.965
C -6.157 1.391 1.127
C -3.811 0.740 1.776
C -4.633 0.126 -0.498
C -4.937 -1.060 -1.147
C -4.717 -1.205 -2.495
C -4.156 -0.192 -3.250
C -3.702 0.967 -2.591
C -3.899 1.106 -1.220
H -5.370 -0.820 2.820
H -4.818 -1.798 1.378
H -6.475 -1.193 1.491
H -6.449 1.393 2.197
H -7.008 1.105 0.526
H -5.800 2.370 0.933
H -4.133 1.237 2.672
H -5.421 -1.825 -0.583
H -4.955 -2.160 -2.949
H -4.107 -0.197 -4.311
H -3.225 1.761 -3.187
H -3.526 1.993 -0.717
S -1.342 3.167 0.948
Sb 2.872 0.218 -1.845
C 5.030 0.175 -2.149
C 5.631 -0.362 -3.309
C 7.010 -0.317 -3.512
C 7.791 0.279 -2.536
C 7.147 0.889 -1.435
C 5.764 0.826 -1.218
C 2.230 -1.183 -3.336
C 1.474 -0.995 -4.542
C 1.293 -2.027 -5.429
C 1.832 -3.277 -5.185
C 2.430 -3.491 -3.973
C 2.613 -2.492 -3.060
C 2.503 1.845 -3.153
C 2.009 3.038 -2.741
C 1.542 3.997 -3.647
C 1.643 3.747 -5.019
C 2.305 2.633 -5.468
C 2.696 1.673 -4.569
H 4.942 -0.868 -3.995
H 7.433 -0.750 -4.439
H 8.854 0.371 -2.653
H 7.748 1.436 -0.702
H 5.333 1.336 -0.361
H 1.165 0.010 -4.792
H 0.803 -1.848 -6.377
H 1.583 -4.120 -5.840
H 2.717 -4.485 -3.723
H 3.068 -2.759 -2.123
H 1.940 3.271 -1.675
H 1.100 4.901 -3.326
H 1.357 4.563 -5.681
H 2.553 2.563 -6.482
H 3.161 0.747 -4.850
C -1.063 -2.333 6.747
C -1.195 -2.663 5.261
N -1.564 -1.462 4.566
C -0.734 -0.312 4.663
N -0.532 0.452 3.658
C 0.362 1.641 3.701
C 0.557 2.026 5.180
C 0.936 0.805 5.957
N -0.206 -0.122 5.979
C 0.045 -1.282 6.841
H -0.857 -3.131 7.366
H -1.972 -1.833 7.033
H -1.972 -3.402 5.101
H -0.272 -3.110 4.835
H -1.822 -1.534 3.587
H -0.085 2.478 3.153
H 1.315 1.344 3.273
H -0.368 2.368 5.672
H 1.399 2.716 5.323
H 1.053 1.015 7.054
H 1.789 0.236 5.522
H 0.238 -0.938 7.858
H 0.989 -1.750 6.559
S -1.141 -2.410 -0.771
C -1.801 -2.562 0.769
N -2.269 -2.614 1.851
*
```

Computed properties:
* DFT total energy: -2676.86302 a.u.
* energy above the lowest of the compared OMol25 structures with the same formula, charge and spin: 226.8 kJ/mol
* E_HOMO (spin up / spin down): -0.145 / -0.108 Eh

2.
The following is a DFT calculation (wB97M-V/def2-TZVPD) of a cluster of 10 separate species, C36H40Cl36IN2O4PS2 in total.

```
! RIJCOSX wB97M-V def2-TZVPD def2/J DEFGRID3
* xyz 0 1
C 0.158 6.547 0.901
C -1.242 6.636 1.611
C -2.085 5.425 1.075
O -2.536 5.804 -0.242
C -2.473 4.777 -1.143
C -1.304 4.458 -1.885
C -1.357 3.384 -2.773
C -0.116 2.939 -3.592
C 0.218 1.462 -3.164
C 1.511 1.347 -2.302
C 1.588 -0.010 -1.506
C 1.616 0.197 0.032
C 0.421 1.056 0.577
C 0.850 2.034 1.725
C 2.043 2.966 1.351
O 2.925 3.115 2.469
C 3.858 2.044 2.413
C -2.560 2.661 -2.956
C -3.725 2.948 -2.246
C -3.624 4.029 -1.329
S -5.127 4.357 -0.381
C -5.642 2.655 -0.047
C -5.502 1.764 -1.148
C -5.911 0.444 -0.909
C -6.387 0.022 0.343
O -6.740 -1.301 0.497
C -6.477 0.909 1.423
C -6.965 0.322 2.760
C -5.709 -0.416 3.390
C -5.685 -0.383 4.954
S -5.161 -2.069 5.544
C -6.113 2.252 1.205
I -6.275 3.599 2.848
N -4.978 2.251 -2.380
P -5.049 1.083 -3.684
N -3.856 -0.156 -3.356
O -4.506 1.748 -5.121
H 0.131 6.898 -0.140
H 0.435 5.477 0.939
H 0.923 7.068 1.506
H -1.153 6.531 2.707
H -1.754 7.557 1.290
H -1.459 4.519 0.945
H -2.921 5.233 1.777
H -0.407 5.062 -1.721
H 0.707 3.578 -3.211
H -0.271 3.055 -4.674
H 0.333 0.794 -4.043
H -0.593 1.004 -2.563
H 2.359 1.299 -3.017
H 1.658 2.183 -1.596
H 0.761 -0.701 -1.757
H 2.526 -0.545 -1.769
H 1.499 -0.811 0.497
H 2.598 0.554 0.399
H -0.099 1.590 -0.241
H -0.328 0.374 1.031
H 1.126 1.407 2.593
H -0.058 2.601 2.013
H 2.580 2.632 0.444
H 1.657 3.977 1.136
H 4.362 1.930 1.433
H 3.316 1.106 2.660
H 4.624 2.236 3.183
H -2.531 1.855 -3.692
H -5.850 -0.321 -1.689
H -5.917 -1.790 0.374
H -7.674 -0.478 2.484
H -7.385 1.075 3.439
H -5.584 -1.426 2.964
H -4.833 0.167 3.035
H -6.634 -0.079 5.416
H -4.855 0.279 5.263
H -4.025 -2.251 4.805
H -4.138 -0.978 -3.884
H -3.831 -0.376 -2.366
H -5.030 2.552 -5.256
Cl 7.683 1.801 -4.070
C 5.979 1.334 -4.169
Cl 5.050 2.642 -4.912
Cl 5.822 -0.134 -5.146
Cl 5.359 1.027 -2.540
Cl 3.705 -5.745 1.394
C 2.560 -4.404 1.250
Cl 2.785 -3.292 2.609
Cl 2.839 -3.552 -0.278
Cl 0.907 -5.025 1.287
Cl 7.157 -10.015 2.706
C 6.016 -8.668 2.552
Cl 6.244 -7.545 3.900
Cl 6.300 -7.817 1.022
Cl 4.360 -9.294 2.577
Cl 2.886 -1.855 5.378
C 2.437 -1.241 6.978
Cl 2.204 0.511 6.893
Cl 0.933 -2.010 7.502
Cl 3.724 -1.610 8.134
Cl -2.883 -4.161 1.591
C -2.701 -3.848 -0.142
Cl -1.005 -3.520 -0.489
Cl -3.237 -5.262 -1.059
Cl -3.701 -2.451 -0.598
Cl 10.766 -11.185 -0.660
C 9.624 -9.840 -0.811
Cl 9.856 -8.715 0.539
Cl 9.910 -8.992 -2.338
Cl 7.968 -10.468 -0.787
Cl 6.949 -13.135 -5.726
C 7.153 -12.048 -4.344
Cl 8.738 -12.319 -3.609
Cl 7.037 -10.369 -4.891
Cl 5.885 -12.368 -3.150
Cl 6.824 1.555 -10.420
C 6.321 1.576 -8.724
Cl 5.520 0.047 -8.330
Cl 7.741 1.783 -7.690
Cl 5.199 2.919 -8.463
Cl -9.223 6.161 4.970
C -7.972 6.083 6.218
Cl -8.395 4.838 7.402
Cl -6.418 5.679 5.469
Cl -7.844 7.650 7.028
*
```

Computed properties:
* DFT total energy: -19808.40700 a.u.
* E_HOMO: -0.292 Eh
* SMILES: CCCOc1cc(CCCCCCCCOC)cc2c1Sc1c(cc(O)c(CCCS)c1I)N2P(N)O.ClC(Cl)(Cl)Cl.ClC(Cl)(Cl)Cl.ClC(Cl)(Cl)Cl.ClC(Cl)(Cl)Cl.ClC(Cl)(Cl)Cl.ClC(Cl)(Cl)Cl.ClC(Cl)(Cl)Cl.ClC(Cl)(Cl)Cl.ClC(Cl)(Cl)Cl